# C72H64BrF9N3O3PV

A structure of composition C72H64BrF9N3O3PV at a distorted geometry (the ωB97M-V functional and the def2-TZVPD basis, OMol25).

The geometry in XYZ format:
```
154
Properties=species:S:1:pos:R:3:forces:R:3
V 0.01828 -0.79070 1.31308 0.1 1.2 -0.5
C -4.07002 -1.17860 -1.63822 0.0 -0.1 0.0
C -4.58832 -1.86880 -0.41242 0.2 -0.1 -0.1
C -5.93452 -1.78840 -0.10642 -0.3 0.1 0.1
C -6.47882 -2.50000 0.94788 -0.3 0.0 0.0
C -5.66502 -3.35380 1.67158 0.0 -0.1 0.1
C -4.31492 -3.46100 1.39458 0.1 -0.1 -0.1
C -3.45892 -4.43530 2.15468 0.0 0.1 0.0
C -3.73662 -2.66420 0.37568 -0.4 -0.1 0.0
N -2.36902 -2.60530 0.28438 0.5 -0.1 -0.1
C -1.65642 -3.65180 -0.06202 -0.3 0.6 0.3
O -2.01132 -4.63950 -0.73252 -0.1 -0.6 -0.5
C -0.27202 -3.66630 0.53888 -0.1 -1.6 -0.7
C 0.47088 -4.83020 0.37438 -0.4 0.4 -0.1
C 1.61178 -5.05480 1.13698 0.2 0.1 0.1
C 1.92158 -4.11930 2.10928 -0.1 0.3 -0.1
C 1.14848 -2.97100 2.21188 0.7 -0.7 0.7
N 0.09568 -2.70380 1.40288 -0.1 -0.8 -0.4
C 1.29938 -2.03240 3.34278 0.5 -0.1 0.7
O 2.01198 -2.30450 4.32048 0.2 -0.2 -0.1
N 0.51458 -0.94960 3.21948 0.2 0.0 0.4
C 0.12908 -0.33870 4.42098 0.0 0.4 0.8
C -0.68742 -1.05910 5.31418 0.1 0.1 -0.1
C -1.04712 -2.48890 5.04668 0.0 0.1 0.0
C -1.12612 -0.44520 6.47568 0.0 0.0 0.1
C -0.76792 0.85340 6.78628 0.0 0.0 0.2
C 0.09978 1.52930 5.95198 0.0 0.1 0.0
C 0.57628 0.93910 4.79048 0.0 -0.2 -0.2
C 1.62958 1.61720 3.97258 -0.1 -0.1 -0.1
H -4.18522 -1.83380 -2.50592 0.0 0.0 0.0
H -4.61642 -0.25630 -1.83112 0.0 0.1 0.0
H -3.01162 -0.95960 -1.52842 0.0 0.1 0.0
H -6.57182 -1.15150 -0.71272 0.0 0.0 0.0
H -7.53052 -2.40920 1.19048 0.0 0.0 0.0
H -6.08682 -3.95070 2.47418 0.0 0.0 0.0
H -3.94182 -4.75030 3.08008 -0.1 0.0 0.0
H -3.26872 -5.31790 1.53988 0.1 0.0 0.0
H -2.48642 -4.00010 2.39188 0.0 0.0 0.1
H 0.10278 -5.55320 -0.34132 -0.1 0.0 0.0
H 2.20428 -5.95020 1.00728 0.0 -0.1 0.0
H 2.73988 -4.24840 2.80048 0.0 0.1 0.1
H -1.39932 -2.60940 4.02518 0.0 -0.1 -0.1
H -0.16912 -3.12290 5.17418 0.0 -0.1 0.0
H -1.81982 -2.82260 5.73688 -0.1 0.0 0.0
H -1.76612 -0.99970 7.15128 -0.1 0.0 0.0
H -1.13852 1.32160 7.68968 0.0 0.0 0.0
H 0.43198 2.52800 6.21148 0.0 0.1 0.0
H 1.78638 2.64410 4.29978 0.0 0.1 0.0
H 2.57268 1.07570 4.05958 0.1 0.0 0.0
H 1.34608 1.60800 2.92648 0.1 0.1 0.0
C 6.73468 2.68080 1.95088 0.0 0.1 -0.2
C 6.05858 3.17430 0.66098 0.2 0.0 0.0
C 6.08938 4.70560 0.66438 0.0 -0.3 0.0
C 6.87228 2.70620 -0.55532 -0.1 0.1 0.2
C 4.64548 2.60900 0.60448 0.1 0.0 -0.1
C 4.45708 1.23900 0.51878 -0.1 0.0 -0.1
C 3.17988 0.73200 0.52088 -0.2 -0.3 0.0
Br 2.95938 -1.17330 0.37848 0.3 0.4 0.1
C 1.99318 1.49120 0.63198 0.8 0.1 0.0
O 0.84858 0.90090 0.69028 -0.2 0.5 -0.5
C 2.20168 2.90980 0.68138 -0.2 -0.3 0.0
C 3.49858 3.39410 0.66428 0.2 0.1 0.0
C 1.02688 3.89150 0.66388 -0.3 0.1 0.0
C 0.42018 3.82020 -0.74022 0.1 0.1 0.2
C -0.06152 3.51910 1.67478 0.1 -0.1 -0.1
C 1.44088 5.34400 0.94658 0.0 -0.3 -0.1
H 7.75038 3.07250 2.01988 0.1 0.0 0.0
H 6.78168 1.59480 1.97718 0.0 -0.1 0.0
H 6.17188 3.01720 2.81958 0.0 0.0 0.1
H 7.12388 5.04580 0.70308 0.1 0.0 0.0
H 5.57058 5.10850 1.53018 -0.1 0.1 0.1
H 5.63658 5.10060 -0.24132 -0.1 0.1 -0.1
H 7.88108 3.11770 -0.50352 0.1 0.0 0.0
H 6.40498 3.05290 -1.47472 0.0 0.0 -0.1
H 6.94948 1.62270 -0.59392 0.0 -0.1 0.0
H 5.28508 0.54950 0.45078 0.1 0.0 0.0
H 3.63218 4.45950 0.70538 0.0 0.2 0.0
H 0.13398 2.79290 -0.94432 -0.1 -0.1 -0.1
H 1.15098 4.13730 -1.48102 0.0 0.0 0.0
H -0.46272 4.45450 -0.81992 -0.1 0.1 0.0
H -0.35062 2.47990 1.54328 -0.1 0.0 0.1
H -0.94232 4.14290 1.51378 0.0 0.1 0.0
H 0.28498 3.67030 2.69418 0.0 0.0 0.2
H 2.07948 5.74310 0.16098 0.1 0.1 -0.1
H 1.95348 5.42170 1.90378 0.1 0.1 0.1
H 0.54678 5.96620 0.99138 -0.1 0.0 0.0
F 5.08578 -4.68130 -5.48402 -0.1 0.2 0.2
C 3.82448 -5.12430 -5.22102 0.7 -0.6 -0.7
F 3.98668 -6.31700 -4.62442 -0.2 0.1 0.3
F 3.31348 -5.39570 -6.44752 -0.3 0.2 0.1
C 3.01308 -4.14900 -4.44972 -0.4 0.4 0.5
C 2.58848 -4.40170 -3.14382 0.5 -0.3 -0.9
C 1.84848 -3.45290 -2.47242 -0.3 0.8 0.2
C 1.51378 -2.23770 -3.07112 0.5 -0.6 -0.2
C 1.94258 -2.00060 -4.38652 -0.2 0.0 0.5
C 2.68388 -2.93380 -5.06482 0.3 -0.6 0.0
P 0.37918 -1.06430 -2.21362 0.0 -0.1 -0.3
C -0.88602 -1.37990 -3.51932 -0.4 0.1 -0.3
C -1.09092 -0.63810 -4.68562 0.0 0.0 0.3
C -1.98372 -1.06830 -5.64332 -0.3 -0.3 -0.2
C -2.66772 -2.26970 -5.47742 0.3 0.0 0.4
C -2.46072 -3.02950 -4.32572 -0.2 0.1 -0.7
C -1.58842 -2.57880 -3.36242 0.4 0.4 0.3
C -3.60832 -2.70750 -6.54482 -0.6 -0.1 -0.7
F -3.04812 -2.69710 -7.78232 0.3 0.1 0.1
F -4.69202 -1.89850 -6.66702 0.1 0.1 0.3
F -4.10002 -3.94640 -6.38612 0.2 -0.1 0.3
C 1.21488 0.46740 -2.77982 0.1 0.3 0.0
C 0.53398 1.61430 -3.19342 0.0 -0.3 0.1
C 1.22328 2.73620 -3.60282 0.7 0.2 -0.2
C 2.61928 2.75890 -3.54072 -0.3 -0.5 0.2
C 3.31028 1.64390 -3.06732 0.0 0.7 -0.3
C 2.61218 0.51530 -2.71172 -0.4 -0.2 0.1
C 3.34768 3.98470 -3.96022 0.3 0.9 -0.4
F 2.90148 5.10850 -3.35422 -0.2 -0.2 0.2
F 4.67118 3.94820 -3.72602 0.1 -0.3 0.2
F 3.23188 4.25000 -5.29022 -0.2 -0.3 0.0
H 2.83468 -5.33870 -2.66672 0.0 -0.1 0.0
H 1.52078 -3.64960 -1.46252 0.0 0.0 0.1
H 1.68258 -1.07430 -4.87532 0.0 0.1 -0.1
H 3.01028 -2.74540 -6.07842 0.0 0.0 -0.1
H -0.55432 0.28050 -4.86282 0.0 0.0 0.0
H -2.14422 -0.48130 -6.53762 0.0 0.0 0.0
H -2.97682 -3.96640 -4.19042 -0.1 -0.1 0.1
H -1.44942 -3.16700 -2.46832 -0.1 -0.2 0.2
H -0.54672 1.63290 -3.17772 -0.1 0.0 0.0
H 0.69058 3.61090 -3.94592 -0.1 0.1 0.0
H 4.38618 1.66920 -2.98312 0.1 0.0 0.0
H 3.15118 -0.35230 -2.36532 0.1 -0.1 0.0
C -5.31572 3.30840 -0.85352 -0.1 0.1 -0.1
C -4.08082 3.42920 -1.47012 -0.2 0.1 -0.1
C -3.05232 2.57330 -1.13312 -0.1 -0.1 0.1
C -3.21182 1.59130 -0.15002 -0.2 0.3 -0.2
C -4.46942 1.46930 0.45008 0.1 0.0 -0.1
C -5.50202 2.31550 0.09748 -0.2 0.1 0.0
C -2.07282 0.74150 0.16638 0.2 -0.3 0.4
C -1.77702 0.11510 1.31808 -0.6 0.6 -0.4
C -2.57152 0.30450 2.52698 -0.4 0.0 0.4
C -2.74112 1.58190 3.07668 0.1 -0.1 0.0
C -3.44832 1.76530 4.24668 -0.1 0.1 0.1
C -4.01802 0.68460 4.89838 -0.1 0.0 0.1
C -3.87502 -0.58290 4.35968 -0.2 0.0 0.0
C -3.16422 -0.77290 3.19108 0.1 0.2 -0.2
H -6.12702 3.97560 -1.12032 0.0 0.0 0.0
H -3.92752 4.18960 -2.22502 0.0 0.1 -0.1
H -2.09792 2.67320 -1.62842 0.2 0.0 0.0
H -4.63872 0.68530 1.17028 0.0 -0.1 0.1
H -6.47432 2.19660 0.55958 0.0 0.0 0.1
H -1.35992 0.65690 -0.65812 0.0 0.1 0.0
H -2.32412 2.43740 2.56678 0.1 0.0 -0.1
H -3.57062 2.76400 4.64688 0.0 0.1 0.0
H -4.57152 0.83280 5.81638 0.0 0.0 0.1
H -4.33122 -1.43120 4.85148 0.0 -0.1 0.0
H -3.08362 -1.75310 2.75348 0.1 -0.1 0.0
```
Positions in Å, forces in eV/Å.

As for the expectation value of S²: 3.789. Its net charge is -2. The orbital gap (alpha / beta) comes out at 4.505 / 6.103 eV. As for the spin multiplicity: 4. The value obtained for the total energy is -7930.4731 hartree.